No. 1
{
  "formula": "C33H33MgN8O4Te",
  "method": "the ωB97M-V functional and the def2-TZVPD basis",
  "symbols": ["Mg", "C", "C", "N", "C", "C", "N", "C", "O", "O", "C", "O", "O", "H", "H", "H", "H", "H", "N", "C", "C", "C", "C", "C", "C", "C", "C", "C", "C", "C", "C", "N", "C", "C", "C", "C", "N", "H", "H", "H", "H", "H", "H", "H", "H", "H", "H", "C", "N", "C", "C", "N", "N", "C", "C", "H", "H", "H", "H", "H", "H", "H", "H", "H", "H", "H", "H", "H", "Te", "C", "C", "C", "C", "C", "C", "H", "H", "H", "H", "H"],
  "coordinates": [[0.4631, 0.0037, -0.6448], [-2.9336, 1.7974, 0.6757], [-2.7577, 0.4320, 0.1148], [-1.6013, -0.1190, -0.1849], [-1.8772, -1.3972, -0.6425], [-3.2252, -1.5929, -0.6360], [-3.7618, -0.4273, -0.1434], [-4.1451, -2.6822, -1.0589], [-3.6046, -3.7394, -1.6003], [-5.3407, -2.5151, -0.9228], [-0.7521, -2.3470, -0.9684], [-1.0344, -3.3941, -1.5685], [0.3960, -1.9851, -0.5880], [-1.9524, 2.2578, 0.7804], [-3.4027, 1.7534, 1.6595], [-3.5527, 2.4194, 0.0275], [-4.7521, -0.3073, 0.0032], [-2.5812, -3.6778, -1.6089], [0.9449, 8.8417, 4.4199], [0.9365, 7.8246, 3.8841], [0.9301, 6.5487, 3.2095], [2.0033, 5.6769, 3.3657], [2.0019, 4.4643, 2.6975], [0.9441, 4.1171, 1.8612], [-0.1279, 4.9961, 1.7197], [-0.1442, 6.2043, 2.3933], [0.9792, 2.8346, 1.0962], [1.0274, 1.6781, 1.8271], [0.9626, 1.5246, 3.2680], [1.0284, 0.1971, 3.5311], [1.1251, -0.4663, 2.2548], [1.1194, 0.3936, 1.2679], [1.0267, 2.9758, -0.3297], [1.1725, 4.1865, -1.0320], [1.3709, 3.8576, -2.3672], [1.3344, 2.4621, -2.4217], [1.1277, 1.9142, -1.2181], [2.8363, 5.9553, 3.9966], [2.8351, 3.7831, 2.8052], [-0.9570, 4.7240, 1.0800], [-0.9788, 6.8833, 2.2858], [0.8638, 2.3258, 3.9822], [0.9939, -0.2946, 4.4892], [1.1459, -1.5371, 2.0695], [1.1664, 5.1764, -0.6061], [1.5229, 4.5295, -3.1962], [1.4800, 1.8373, -3.2915], [2.5315, -1.3552, -2.8384], [1.5967, -1.4667, -3.9468], [1.5781, -2.7907, -4.5562], [0.4259, -0.7455, -3.9202], [-0.0587, -0.2725, -2.8222], [-0.1898, -0.6056, -5.1513], [0.6135, -0.3023, -6.3229], [-1.5184, -0.0352, -5.1817], [3.5352, -1.5517, -3.2203], [2.3028, -2.0524, -2.0310], [2.5190, -0.3355, -2.4517], [1.3166, -3.5469, -3.8088], [2.5650, -3.0207, -4.9627], [0.8474, -2.8264, -5.3595], [-0.7888, 0.4063, -3.0170], [1.6425, -0.6055, -6.1563], [0.5965, 0.7734, -6.5377], [0.2237, -0.8310, -7.1955], [-1.5137, 1.0533, -5.0279], [-2.1473, -0.5007, -4.4238], [-1.9624, -0.2369, -6.1565], [-0.2249, -4.1670, 1.8157], [-0.0113, -5.0513, 3.7352], [-0.8116, -6.1192, 4.1583], [-0.6655, -6.6919, 5.4132], [0.2944, -6.2195, 6.2990], [1.1037, -5.1639, 5.9001], [0.9502, -4.5940, 4.6444], [-1.5642, -6.5037, 3.4803], [-1.3095, -7.5151, 5.7034], [0.4107, -6.6663, 7.2791], [1.8636, -4.7811, 6.5729], [1.5931, -3.7724, 4.3508]],
  "de_lowest_kcal_mol": 18.70,
  "total_energy_ev": -67612.051,
  "orbital_gap_ev": 3.941,
  "lumo_ev": 1.2,
  "homo_energy_ha": -0.1016,
  "total_charge": -1
}


No. 2
{
  "formula": "C33H33N6O7P2Ru",
  "method": "the ωB97M-V functional and the def2-TZVPD basis",
  "symbols": ["Ru", "N", "P", "C", "C", "C", "C", "C", "C", "C", "C", "C", "C", "C", "C", "P", "C", "C", "C", "C", "C", "C", "C", "C", "C", "C", "C", "C", "H", "H", "H", "H", "H", "H", "H", "H", "H", "H", "H", "H", "H", "H", "H", "H", "H", "H", "H", "H", "H", "N", "C", "C", "C", "N", "H", "H", "H", "H", "H", "H", "H", "H", "H", "H", "O", "N", "O", "C", "C", "C", "C", "O", "C", "C", "N", "O", "O", "N", "O", "O", "H", "H"],
  "coordinates": [[-0.2289, -0.2770, -0.1937], [-1.1249, 1.8172, 1.8594], [-1.4912, 0.1402, 1.9152], [-3.3150, 0.0978, 1.7777], [-4.1238, 0.9449, 2.5285], [-5.4967, 0.7870, 2.4773], [-6.0601, -0.2173, 1.7055], [-5.2522, -1.0681, 0.9704], [-3.8789, -0.9049, 0.9959], [-1.3442, -0.2193, 3.6893], [-1.3754, 0.7679, 4.6725], [-1.4338, 0.3992, 6.0051], [-1.4589, -0.9390, 6.3664], [-1.4484, -1.9213, 5.3883], [-1.3897, -1.5646, 4.0544], [-0.8738, 2.4976, 0.2693], [-0.9133, 4.2733, 0.6377], [-0.9257, 4.7435, 1.9520], [-1.1474, 6.0864, 2.1936], [-1.3159, 6.9756, 1.1416], [-1.2752, 6.5139, -0.1648], [-1.0553, 5.1722, -0.4190], [-2.4971, 2.0883, -0.4569], [-3.5771, 2.9049, -0.1433], [-4.8263, 2.6195, -0.6677], [-5.0024, 1.5405, -1.5156], [-3.9236, 0.7338, -1.8461], [-2.6751, 1.0044, -1.3133], [-0.4031, 2.0679, 2.5344], [-3.6851, 1.7097, 3.1518], [-6.1302, 1.4440, 3.0493], [-7.1315, -0.3408, 1.6809], [-5.6898, -1.8642, 0.3889], [-3.2324, -1.5603, 0.4190], [-1.3790, 1.8188, 4.4162], [-1.4706, 1.1624, 6.7671], [-1.5026, -1.2132, 7.4085], [-1.4972, -2.9612, 5.6695], [-1.3984, -2.3257, 3.2843], [-0.7980, 4.0768, 2.7898], [-1.1858, 6.4354, 3.2133], [-1.4645, 8.0260, 1.3387], [-1.3964, 7.1934, -0.9936], [-0.9986, 4.8389, -1.4424], [-3.4396, 3.7631, 0.4964], [-5.6598, 3.2572, -0.4176], [-5.9775, 1.3241, -1.9225], [-4.0628, -0.0910, -2.5266], [-1.8096, 0.3876, -1.6195], [1.8325, -1.2100, 0.5783], [1.7900, -2.5899, 1.0516], [1.2376, -3.5547, 0.0010], [-0.2740, -3.4789, -0.2247], [-0.6566, -2.4222, -1.1777], [2.4050, -1.1644, -0.2733], [2.2823, -0.6099, 1.2693], [1.1761, -2.6253, 1.9582], [2.8037, -2.9200, 1.3154], [1.4796, -4.5635, 0.3328], [1.7564, -3.3988, -0.9467], [-0.7988, -3.2867, 0.7205], [-0.6070, -4.4519, -0.6074], [-1.6515, -2.5129, -1.3997], [-0.1467, -2.5925, -2.0534], [2.3378, 0.3218, -7.6752], [1.8637, 1.2432, -7.0653], [1.4857, 2.2963, -7.5072], [1.7169, 1.0562, -5.6184], [2.0065, -0.1902, -5.0549], [1.8744, -0.3524, -3.7005], [1.3882, 0.6847, -2.8291], [1.2917, 0.5140, -1.5806], [1.0405, 1.9167, -3.4858], [1.2507, 2.1021, -4.8483], [0.4324, 2.9216, -2.7287], [-0.2810, 2.5187, -1.7476], [0.5309, 4.0904, -3.0114], [2.1132, -1.6130, -3.0478], [1.4347, -2.5582, -3.3941], [2.8814, -1.6299, -2.1122], [2.3382, -0.9924, -5.7020], [1.0053, 3.0447, -5.3231]],
  "de_lowest_kcal_mol": 41.17,
  "total_energy_ev": -79165.255,
  "orbital_gap_ev": [7.229, 5.821],
  "lumo_ev": [-6.9, -8.4],
  "homo_energy_ha": [-0.5206, -0.5209],
  "total_charge": 2,
  "multiplicity": 2
}